1.
19
Properties=species:S:1:pos:R:3 method="wB97M-V/def2-TZVPD" multiplicity=1 de_lowest_ev=1.3346 mol_weight_g_mol=96.2 energy_ha=-273.85951 smiles="C=C1CC(CC)C1" homo_energy_ev=-9.184 orbital_gap_ev=10.27
C 0.49 1.73 1.48
C 1.44 0.19 -0.39
C -0.70 -0.93 -1.09
C 0.60 -1.11 -0.31
C -1.57 0.36 -0.85
C 0.36 -0.86 1.19
C 0.80 0.57 0.93
H -0.47 -0.97 -2.16
H 0.80 2.67 1.03
H 1.04 -1.41 1.84
H -1.15 1.33 -1.13
H -0.67 -1.03 1.52
H 1.23 0.81 -1.27
H -0.12 1.78 2.38
H 2.52 0.02 -0.32
H -1.33 -1.80 -0.89
H 1.12 -2.04 -0.58
H -2.01 0.52 0.14
H -2.38 0.15 -1.54

2.
70
Properties=species:S:1:pos:R:3 method="wB97M-V/def2-TZVPD" s_squared=8.78 multiplicity=6 de_lowest_ev=0.0085 mol_weight_g_mol=733.4 energy_ha=-4037.61645 homo_energy_ev="-9.505 / -10.750" total_charge=+1 orbital_gap_ev="7.60 / 6.62"
Ru -0.15 -0.04 0.10
Cl -3.52 6.10 1.45
Cl 0.44 3.38 3.96
Cl -1.35 5.94 3.67
Cl -3.93 3.69 -0.53
P -0.60 0.77 -2.27
P -1.92 -1.64 -0.52
O 1.27 -1.04 1.75
O -0.22 1.34 1.93
O 2.31 0.82 0.21
O 1.38 -1.52 -1.08
O -2.07 1.49 0.04
N 3.38 -2.44 -0.54
N 2.12 -0.22 3.68
C -0.77 3.50 2.73
C -4.37 0.42 -3.85
C 2.57 -1.40 -0.75
C 4.80 -2.31 -0.24
C -1.42 -3.17 -1.38
C -0.92 2.40 1.86
C -1.95 2.47 0.81
C -2.75 3.64 0.72
C -0.62 2.54 -2.69
C 2.84 -3.79 -0.64
C 3.06 0.69 4.34
C -1.56 4.61 2.61
C 3.13 0.02 -0.63
C -3.13 -2.23 0.70
C -4.96 -0.56 -3.07
C -2.32 0.21 -2.60
C -4.22 -1.17 -2.06
C 0.32 0.05 -3.68
C -3.06 0.80 -3.61
C 2.70 0.86 1.57
C 1.31 -1.11 4.50
C 1.97 -0.22 2.36
C -2.56 4.69 1.58
C -2.90 -0.79 -1.81
H -0.30 0.05 -4.58
H 0.93 -0.55 5.35
H -3.79 -3.00 0.29
H 1.22 0.64 -3.87
H -2.59 -2.65 1.54
H -5.99 -0.85 -3.24
H 3.03 0.49 5.41
H -2.30 -3.65 -1.81
H 3.78 0.73 1.67
H 5.33 -1.73 -1.00
H 0.62 -0.97 -3.44
H -0.73 2.70 -3.77
H -3.72 -1.39 1.06
H -4.94 0.90 -4.64
H 0.32 2.98 -2.37
H -0.93 -3.85 -0.69
H 3.10 -4.35 0.26
H 1.76 -3.74 -0.74
H -0.72 -2.92 -2.18
H 0.48 -1.48 3.91
H 3.26 -4.31 -1.51
H 3.08 0.46 -1.63
H 2.78 1.73 4.19
H -2.62 1.58 -4.23
H 2.42 1.84 1.96
H 4.08 0.53 4.00
H 4.16 0.05 -0.29
H 4.97 -1.87 0.74
H 1.90 -1.95 4.87
H 5.23 -3.31 -0.23
H -1.45 3.03 -2.17
H -4.69 -1.93 -1.46

3.
27
Properties=species:S:1:pos:R:3 method="wB97M-V/def2-TZVPD" multiplicity=1 de_lowest_ev=1.3205 mol_weight_g_mol=162.2 energy_ha=-748.02012 homo_energy_ev=-12.206 total_charge=+1 orbital_gap_ev=8.96
P -0.64 1.40 1.67
O -1.88 0.75 2.46
N -0.03 -0.95 -0.70
C -0.89 -1.11 -1.89
C 1.11 -1.49 -0.89
C 0.23 2.31 2.93
C -1.56 2.73 0.71
C 2.36 -1.26 -0.11
C -0.36 -2.44 -2.35
C 1.10 -2.26 -2.15
H -2.41 2.13 0.28
H -1.78 3.58 1.48
H -0.20 -0.20 -0.02
H 2.88 -2.15 -0.11
H 1.09 2.93 2.66
H 2.93 -0.59 -0.71
H 1.35 -1.47 -2.80
H -0.55 -0.20 -2.49
H -1.94 -0.95 -1.65
H -0.37 2.94 3.58
H 1.86 -3.06 -2.18
H -0.85 -3.23 -1.79
H -0.70 -2.51 -3.33
H 0.56 1.55 3.68
H 2.14 -0.79 0.86
H -2.57 1.27 2.92
H -0.87 3.07 -0.06

4.
124
Properties=species:S:1:pos:R:3 method="wB97M-V/def2-TZVPD" multiplicity=1 de_lowest_ev=0.0000 mol_weight_g_mol=1116.5 energy_ha=-6242.11310 homo_energy_ev=-3.551 total_charge=-1 orbital_gap_ev=5.60
Cd 0.41 -0.51 1.29
Se 0.03 -3.15 1.43
S 1.65 -0.58 -1.18
P -0.65 2.42 -1.93
P -2.33 0.01 -1.46
O -0.82 2.56 -0.47
O -1.56 -0.51 -0.30
N 0.37 2.18 2.22
N -0.16 -0.47 3.53
N 4.19 -1.34 -0.85
N 2.46 0.67 1.35
N 3.49 0.01 0.78
C -3.48 -1.32 -3.69
C -1.40 0.02 3.89
C -1.21 0.83 -2.64
C -0.54 3.78 3.75
C -4.77 2.47 0.61
C 2.76 -2.07 5.10
C -3.29 5.58 -3.99
C 2.84 2.33 -4.06
C -2.87 1.27 5.38
C -5.71 2.88 -0.33
C 0.59 -1.17 4.45
C -1.65 0.69 5.11
C 1.57 2.31 2.81
C 0.69 3.90 4.37
C 1.95 3.12 -1.55
C 1.50 2.22 -3.74
C 4.25 -1.95 -2.17
C 3.29 -5.04 -0.44
C 3.16 -0.63 -0.34
C -3.13 -1.35 -2.35
C -3.74 1.62 0.23
C -4.44 -3.51 -3.49
C 3.74 2.83 -3.13
C 4.10 1.85 2.74
C 2.85 -5.30 -1.73
C 2.71 1.55 2.25
C 1.05 2.62 -2.48
C 3.73 -6.04 -2.71
C -3.91 1.22 4.46
C -1.66 3.65 -2.81
C -2.52 4.73 -4.79
C 3.29 3.23 -1.87
C 0.05 -1.81 5.58
C -3.66 1.17 -1.08
C -2.43 4.51 -2.02
C 2.49 -4.37 0.50
C 2.21 -2.68 6.23
C 1.58 -4.87 -2.08
C 1.19 -3.97 0.13
C -2.47 -0.03 2.97
C -4.62 1.56 -2.01
C 0.85 -2.54 6.45
C -0.63 2.91 2.68
C -1.71 3.77 -4.20
C -4.14 -2.40 -4.26
C -0.60 -3.75 -1.62
C -4.08 -3.55 -2.15
C 3.06 -4.06 1.85
C -3.42 -2.47 -1.58
C -3.69 0.56 3.25
C -3.24 5.47 -2.61
C 1.97 -1.33 4.24
C 4.95 -1.06 -3.19
C -5.63 2.42 -1.64
C 0.75 -4.21 -1.18
C 1.76 3.16 3.89
H 4.29 -5.34 -0.14
H 3.67 -7.12 -2.56
H -1.12 3.12 -4.82
H 3.96 -4.66 2.04
H -3.24 -0.46 -4.31
H 4.81 1.33 2.11
H 4.21 1.49 3.76
H -2.38 4.39 -0.94
H -3.09 -2.51 -0.54
H 4.78 -5.75 -2.59
H -6.52 3.54 -0.03
H -2.56 4.82 -5.86
H -1.01 -1.75 5.77
H 3.43 -5.83 -3.73
H -3.01 1.79 6.32
H -1.39 -4.23 -1.04
H -1.57 2.79 2.16
H -3.83 6.12 -1.99
H -2.32 -0.55 2.03
H -4.29 -4.43 -1.56
H -0.76 -3.96 -2.68
H 4.31 2.92 2.72
H -0.36 0.15 -2.76
H 4.42 -0.11 -3.28
H 1.22 -5.04 -3.09
H -6.37 2.73 -2.36
H 4.00 3.59 -1.14
H -0.84 0.76 5.83
H -4.49 0.49 2.52
H -3.00 1.28 0.94
H 0.81 1.79 -4.46
H 3.82 -2.18 4.89
H 4.79 2.90 -3.37
H -3.92 6.32 -4.45
H 0.82 4.55 5.23
H -4.84 2.81 1.64
H 0.39 -3.03 7.30
H -1.40 4.33 4.10
H -4.41 -2.37 -5.31
H -4.95 -4.35 -3.94
H 5.98 -0.85 -2.88
H 4.97 -1.54 -4.16
H 1.60 3.36 -0.55
H 2.73 3.25 4.35
H 2.42 -0.90 3.36
H 4.75 -2.91 -2.08
H 5.05 -1.22 -0.34
H 3.22 -2.15 -2.47
H -4.87 1.67 4.67
H 3.33 -3.01 1.91
H 2.83 -3.27 6.90
H -4.56 1.20 -3.03
H -0.70 -2.67 -1.45
H 2.33 -4.24 2.64
H -1.69 1.00 -3.61
H 3.19 1.99 -5.03

5.
122
Properties=species:S:1:pos:R:3 method="wB97M-V/def2-TZVPD" multiplicity=1 mol_weight_g_mol=1414.8 energy_ha=-12076.13513 homo_energy_ev=-0.136 total_charge=-4 orbital_gap_ev=4.78
Br 0.31 -0.14 5.22
Br -4.49 0.40 3.79
S -5.53 6.17 2.39
S 1.70 6.06 -1.87
S 4.26 -2.66 4.20
S 6.15 -1.21 -1.27
S -2.45 -4.28 1.19
S 0.04 0.29 -5.40
F 6.05 -3.74 -2.08
F 2.46 -0.62 -5.23
F -4.98 -4.58 2.03
F 1.86 3.97 -0.27
F 3.68 5.20 -0.27
F -3.48 -5.62 3.21
F 4.19 -2.63 -2.33
F 2.26 -2.20 2.56
F 5.81 -2.31 -3.73
F 1.95 -0.05 -7.24
F -3.64 -3.48 3.38
F -4.52 3.66 1.94
F 1.83 5.89 0.74
F -4.05 5.19 0.36
F 3.82 -3.53 1.71
F -6.04 4.35 0.44
F 1.24 -1.96 -6.50
F 2.43 -4.22 3.25
O -6.91 5.88 2.76
O 3.42 -2.59 5.38
O -1.21 -4.61 1.86
O 2.26 5.24 -2.92
O -0.11 -3.28 -1.56
O 2.15 7.44 -1.86
O 0.68 0.23 -0.73
O -0.76 -0.71 -4.70
O -5.34 7.35 1.58
O 5.69 0.05 -1.81
O 7.60 -1.33 -1.22
O 3.43 1.61 1.67
O 4.84 -1.34 3.91
O -0.67 0.77 -6.58
O 5.28 -3.69 4.31
O -2.89 -5.28 0.22
O -3.13 0.73 -1.81
O 5.58 -1.61 -0.01
O -4.64 6.00 3.53
O 0.57 1.30 -4.54
O -2.45 -2.89 0.77
O 0.26 5.99 -1.64
N -1.16 -0.93 2.27
N -2.50 -2.21 -2.86
N 4.10 1.46 4.47
N -5.83 0.60 -1.17
C -2.77 -4.48 -3.85
C 2.34 5.22 -0.30
C -3.75 -4.50 2.55
C 1.53 -0.39 -1.69
C 0.43 -0.63 0.38
C -0.62 1.43 1.70
C 3.14 -3.18 2.78
C -4.80 0.60 -0.04
C -4.97 4.72 1.26
C 3.29 2.57 3.81
C 5.53 -2.55 -2.43
C -4.64 -0.87 0.29
C -2.20 -3.65 -2.68
C 4.07 1.47 0.41
C 3.82 2.74 2.39
C 1.48 -0.69 -6.15
C 1.16 -3.87 -1.23
C -3.57 1.29 -0.59
C -0.72 -3.93 -2.66
C -1.94 1.42 -2.23
C -0.75 0.01 1.17
C 3.41 3.84 4.64
H -2.81 1.22 0.18
H -4.16 -1.52 -0.46
H -2.04 1.80 -3.24
H -2.09 -1.71 -3.67
H -0.74 -0.80 3.21
H -3.45 -1.95 -3.11
H 4.03 2.42 -0.15
H 1.09 -4.93 -0.98
H 5.08 1.71 4.38
H -1.57 1.69 2.16
H 5.15 1.30 0.40
H -0.02 -1.54 -0.02
H 3.35 3.63 1.96
H 1.36 -3.37 -0.28
H 1.93 -3.44 -1.87
H -2.13 -4.35 -4.73
H 1.04 -1.21 -2.23
H -0.39 2.21 0.98
H -2.71 -3.99 -1.78
H 0.14 1.50 2.48
H 3.85 1.35 5.45
H -0.17 -3.57 -3.54
H 3.99 0.57 3.96
H -1.69 2.31 -1.65
H -5.23 1.11 0.81
H 1.34 -0.67 0.98
H -3.79 -4.15 -4.03
H 2.54 -0.71 -1.39
H 2.61 4.50 4.31
H -1.97 -1.60 -2.21
H -3.96 -1.07 1.13
H 4.39 4.30 4.49
H 4.92 2.85 2.37
H -1.25 -1.91 1.98
H -0.56 -5.01 -2.56
H 3.51 0.87 -0.29
H 2.24 2.30 3.86
H -6.70 0.21 -0.80
H -2.18 -0.78 2.50
H -1.66 -0.06 0.57
H -6.06 1.55 -1.47
H -1.09 0.73 -2.22
H 3.19 3.71 5.70
H -5.57 -1.33 0.64
H -3.86 2.31 -0.84
H 1.70 0.30 -2.52
H -5.54 0.02 -1.95
H -2.70 -5.52 -3.56

6.
111
Properties=species:S:1:pos:R:3 method="wB97M-V/def2-TZVPD" multiplicity=1 de_lowest_ev=0.9921 mol_weight_g_mol=998.6 energy_ha=-3840.11562 homo_energy_ev=-3.889 total_charge=-1 orbital_gap_ev=5.44
Zr 1.15 -0.39 0.76
Cl 2.66 4.75 2.50
S -0.77 0.33 -1.03
Si 0.05 1.77 -2.42
O 4.59 -1.33 1.80
O -1.46 -3.30 -0.67
O 2.77 -2.65 1.50
O 1.14 1.79 0.47
O -0.12 -2.08 0.65
O 2.39 1.76 2.30
N -1.38 0.57 1.82
N -2.71 1.67 0.17
N -0.13 0.13 2.28
N 1.65 -1.81 -1.29
N -3.48 2.30 1.17
C -6.12 0.41 3.80
C 3.15 4.02 -3.84
C -0.18 -0.53 3.50
C 1.05 -0.77 4.14
C 4.18 2.77 -2.07
C 4.25 -4.26 0.57
C 2.68 -1.81 -2.19
C -0.46 -2.66 -0.45
C -5.05 2.40 2.98
C 0.70 -0.19 -6.07
C 3.66 -2.44 -4.34
C 4.81 -1.77 -4.02
C 2.96 2.17 -1.79
C -1.36 -0.97 4.09
C 3.83 -3.57 1.86
C 4.28 3.70 -3.09
C 3.89 -1.15 -1.88
C 1.08 -1.48 5.33
C -5.41 -0.33 2.86
C -1.64 3.73 -3.64
C -2.71 5.54 -2.47
C -4.53 0.27 1.98
C -2.45 4.86 -3.66
C -1.41 0.25 -4.33
C -2.16 5.08 -1.28
C 1.94 3.41 -3.55
C 0.90 0.54 -4.91
C 3.28 -4.58 2.85
C -0.10 -1.94 5.91
C 4.80 -2.39 3.93
C 1.81 2.47 -2.52
C 4.92 -2.60 2.42
C 0.39 -3.21 -2.78
C -1.61 -0.49 -5.49
C 1.37 -3.16 -3.72
C -5.93 1.78 3.84
C -0.15 0.78 -4.02
C 1.73 2.36 1.48
C 1.48 3.86 1.51
C -1.70 1.00 0.67
C 0.59 -2.53 -1.56
C -1.08 3.26 -2.46
C 2.57 -2.48 -3.43
C -1.31 -1.66 5.29
C 6.34 -2.97 2.05
C 4.92 -1.13 -2.77
C -1.36 3.95 -1.27
C -0.55 -0.70 -6.37
C -4.33 1.66 2.03
B 3.27 -1.36 1.41
H -2.23 0.40 -3.64
H -5.54 -1.41 2.81
H 3.78 -2.11 4.20
H -3.34 6.42 -2.48
H 0.49 4.03 1.94
H -2.59 -0.89 -5.70
H 6.48 -2.96 0.97
H -2.30 -0.76 3.60
H 3.99 -0.68 -0.90
H -2.89 5.21 -4.59
H 4.60 -3.54 -0.17
H 7.02 -2.24 2.49
H 5.07 -3.29 4.48
H 3.38 -4.77 0.15
H 1.25 -3.65 -4.68
H 5.47 -1.58 4.22
H -0.71 -1.27 -7.27
H 5.63 -1.75 -4.72
H 3.55 -2.94 -5.29
H 5.05 2.51 -1.48
H -6.81 -0.08 4.48
H 5.23 4.18 -3.31
H 1.08 3.68 -4.14
H -4.90 3.48 3.03
H -0.07 -2.48 6.85
H -2.24 -2.00 5.74
H 2.82 -4.08 3.70
H 2.52 -5.18 2.36
H 2.03 -1.66 5.82
H 1.51 4.25 0.50
H -1.46 3.20 -4.57
H 6.60 -3.95 2.44
H 1.53 -0.37 -6.74
H -6.47 2.38 4.57
H -0.54 -3.74 -2.91
H 1.89 0.93 -4.69
H -0.96 3.58 -0.34
H 5.84 -0.62 -2.51
H 5.03 -5.00 0.74
H 1.95 -0.33 3.73
H -3.97 -0.32 1.26
H 4.07 -5.25 3.20
H -2.36 5.60 -0.35
H 3.21 4.75 -4.64
H 2.93 1.46 -0.99
H -3.48 3.30 1.14